# C3H9NO2

A 2-piece molecular cluster, C3H9NO2 overall (the ωB97M-V functional and the def2-TZVPD basis, the OMol25 dataset).

Output
LUMO energy (alpha / beta) = 0.1334 / 0.1281 hartree
Highest occupied orbital energy (alpha / beta) = 0.036 / -0.223 Eh
Energy above the lowest of the compared OMol25 structures with the same formula, charge and spin = 123.0 kJ/mol
Expectation value of S² = 0.75
Energy = -8840.143 eV
Net charge = -1
Multiplicity = 2

Last column: natural (NBO) charge in e.
Geometry (Å):
O: -2.00325 -1.52751 2.27859  -1.461
O: 1.57478 1.92659 -1.61969  -0.564
N: -0.11278 -0.26788 0.23364  -0.646
C: 0.64789 1.64583 -0.89555  0.433
C: 0.71129 -1.47449 0.07151  -0.463
C: -0.26571 0.45741 -1.02853  -0.366
H: 1.77006 -1.19169 0.00431  0.172
H: 0.45626 -2.04310 -0.83115  0.153
H: -1.27794 0.87836 -1.06410  0.201
H: 0.62212 -2.07384 0.97224  0.219
H: -1.43349 -0.84412 2.68514  0.358
H: 0.39202 2.26367 -0.02104  0.105
H: -0.99145 -0.62304 0.52283  0.387
H: -0.07217 -0.18294 -1.88114  0.182
H: -2.45878 -1.92118 3.05076  0.291

***

# C3H9NO2

A 2-piece molecular cluster, C3H9NO2 overall (the ωB97M-V functional and the def2-TZVPD basis, the OMol25 dataset).

Output
LUMO energy (alpha / beta) = 0.1379 / 0.1338 hartree
Highest occupied orbital energy (alpha / beta) = 0.031 / -0.232 Eh
Energy above the lowest of the compared OMol25 structures with the same formula, charge and spin = 0.0 kJ/mol
Expectation value of S² = 0.75
Energy = -8841.417 eV
Net charge = -1
Multiplicity = 2

Last column: natural (NBO) charge in e.
Geometry (Å):
O: -0.63556 0.39465 2.51059  -1.470
O: -0.80581 -0.50431 -2.77973  -0.669
N: 0.75607 0.29353 -1.40703  -0.623
C: -1.17547 -0.83511 -0.42540  -0.771
C: -0.41977 -0.37517 -1.62189  0.678
C: 1.47373 0.40434 -0.15043  -0.533
H: 1.61984 -0.53659 0.38321  0.193
H: 1.24849 0.51658 -2.25468  0.389
H: -0.76220 -1.66204 0.14625  0.239
H: 2.50590 0.67673 -0.39126  0.185
H: 1.03282 1.14208 0.51309  0.217
H: -1.23879 0.01265 0.26808  0.264
H: -1.44964 0.85882 2.76358  0.359
H: -2.20062 -1.08485 -0.69019  0.223
H: 0.05100 0.69869 3.13581  0.319

***

# C3H9NO2

A 2-piece molecular cluster, C3H9NO2 overall (the ωB97M-V functional and the def2-TZVPD basis, the OMol25 dataset).

Output
LUMO energy = 0.0314 hartree
Highest occupied orbital energy = -0.314 Eh
Energy above the lowest of the compared OMol25 structures with the same formula, charge and spin = 182.1 kJ/mol
Energy = -8841.068 eV
SMILES string = CNCC=O.O

Last column: natural (NBO) charge in e.
Geometry (Å):
O: 1.90594 1.67105 0.18023  -0.527
O: 0.26779 0.74507 -3.27410  -0.939
N: -0.28605 -0.93506 0.42623  -0.624
C: -0.94529 -1.37390 1.61643  -0.406
C: -0.21879 0.49742 0.17649  -0.337
C: 1.08225 1.02168 0.76725  0.427
H: 1.16961 1.04263 -3.44528  0.472
H: -1.02777 1.02271 0.68177  0.211
H: -0.79049 -2.43362 1.76843  0.204
H: 1.28470 0.69906 1.81436  0.093
H: -0.60835 -0.86267 2.53852  0.158
H: -2.02448 -1.23168 1.55719  0.188
H: -0.15735 0.86034 -4.14986  0.470
H: -0.21409 0.71720 -0.89454  0.242
H: 0.56237 -1.44024 0.23688  0.368

***

# C3H9NO2

A 2-piece molecular cluster, C3H9NO2 overall (the ωB97M-V functional and the def2-TZVPD basis, the OMol25 dataset).

Output
LUMO energy = 0.0275 hartree
Highest occupied orbital energy = -0.363 Eh
Energy above the lowest of the compared OMol25 structures with the same formula, charge and spin = 307.1 kJ/mol
Energy = -8839.772 eV
SMILES string = CNC(C)=O.O

Last column: natural (NBO) charge in e.
Geometry (Å):
O: 2.98571 1.07138 -0.66956  -0.963
O: 0.27992 0.93165 0.27161  -0.684
N: -1.35956 -0.48912 0.38319  -0.589
C: -0.20102 -0.11695 -0.13073  0.685
C: 0.47691 -1.01783 -1.18557  -0.671
C: -2.05954 0.43217 1.20496  -0.454
H: 1.19922 -1.49408 -0.47863  0.241
H: -0.20994 -1.64815 -1.42093  0.189
H: 2.16936 1.10568 -0.20337  0.490
H: -1.25303 1.11062 1.36815  0.263
H: -1.78243 -1.21626 0.00394  0.373
H: -2.92774 0.74276 0.60783  0.216
H: 0.84894 -0.60847 -2.06549  0.246
H: -2.03473 -0.23466 2.23690  0.201
H: 3.86794 1.43124 0.07772  0.459

***

# C3H9NO2

A 2-piece molecular cluster, C3H9NO2 overall (the ωB97M-V functional and the def2-TZVPD basis, the OMol25 dataset).

Output
LUMO energy = 0.0260 hartree
Highest occupied orbital energy = -0.377 Eh
Energy above the lowest of the compared OMol25 structures with the same formula, charge and spin = 75.9 kJ/mol
Energy = -8842.168 eV
SMILES string = CCNC=O.O

Last column: natural (NBO) charge in e.
Geometry (Å):
O: 2.04162 2.58522 0.18427  -0.948
O: 1.83870 -0.41130 0.27794  -0.627
N: -0.39946 -0.17289 0.06206  -0.611
C: -2.59157 -1.29129 0.34493  -0.621
C: -1.64157 -0.52465 -0.59354  -0.220
C: 0.80867 -0.64638 -0.28645  0.540
H: -3.63161 -0.98343 0.19490  0.214
H: -1.39533 -1.22668 -1.38956  0.205
H: -0.46350 0.43096 0.86344  0.397
H: 0.80133 -1.30179 -1.17400  0.108
H: -2.53520 -2.36602 0.21462  0.216
H: -2.40891 -0.99954 1.38152  0.210
H: 1.10468 2.72556 0.02252  0.454
H: -2.15154 0.34243 -0.98798  0.196
H: 2.08523 1.64001 0.39370  0.487

***

# C3H9NO2

A 2-piece molecular cluster, C3H9NO2 overall (the ωB97M-V functional and the def2-TZVPD basis, the OMol25 dataset).

Output
LUMO energy = 0.0294 hartree
Highest occupied orbital energy = -0.338 Eh
Energy above the lowest of the compared OMol25 structures with the same formula, charge and spin = 90.6 kJ/mol
Energy = -8842.017 eV
SMILES string = CC(=O)O.CN

Last column: natural (NBO) charge in e.
Geometry (Å):
O: -2.62969 1.58525 -0.26505  -0.709
O: -2.10200 -0.57834 -0.01288  -0.574
N: 1.47324 -0.20440 1.30739  -0.841
C: 1.57136 -1.48037 0.63647  -0.417
C: -0.64816 0.87693 -1.28287  -0.725
C: -1.86111 0.48896 -0.49210  0.798
H: 0.19610 0.92402 -0.60128  0.236
H: 0.71175 -1.62261 -0.02319  0.198
H: -0.40917 0.13390 -2.04350  0.237
H: -3.21634 1.51321 0.50130  0.499
H: 1.58188 0.53017 0.62266  0.343
H: 2.43872 -1.64584 -0.01175  0.160
H: 2.09217 -0.04341 2.09221  0.364
H: 1.54517 -2.32230 1.32966  0.197
H: -0.74389 1.84482 -1.75707  0.235

***

# C3H9NO2

A 2-piece molecular cluster, C3H9NO2 overall (the ωB97M-V functional and the def2-TZVPD basis, the OMol25 dataset).

Output
LUMO energy = 0.0265 hartree
Highest occupied orbital energy = -0.359 Eh
Energy above the lowest of the compared OMol25 structures with the same formula, charge and spin = 195.4 kJ/mol
Energy = -8840.930 eV
SMILES string = CC=O.NCO

Last column: natural (NBO) charge in e.
Geometry (Å):
O: 2.25916 0.90746 -0.66916  -0.739
O: -1.15041 -0.59609 -1.40885  -0.563
N: 1.27872 -1.18546 0.07092  -0.872
C: -1.51350 -0.47203 -0.23226  0.444
C: -2.12952 0.79988 0.32537  -0.720
C: 1.77033 0.14153 0.43998  0.086
H: 1.74506 0.64413 -1.42911  0.467
H: 2.01331 -1.71703 -0.34125  0.358
H: 0.95540 0.76530 0.91786  0.141
H: -2.82710 1.24543 -0.41064  0.242
H: 0.54932 -1.18086 -0.66681  0.377
H: 2.61705 0.00201 1.18888  0.176
H: -1.44866 -1.39570 0.44897  0.140
H: -2.73058 0.57971 1.21066  0.224
H: -1.38857 1.46172 0.55546  0.240

***

# C3H9NO2

A 2-piece molecular cluster, C3H9NO2 overall (the ωB97M-V functional and the def2-TZVPD basis, the OMol25 dataset).

Output
LUMO energy = 0.0225 hartree
Highest occupied orbital energy = -0.339 Eh
Energy above the lowest of the compared OMol25 structures with the same formula, charge and spin = 166.1 kJ/mol
Energy = -8841.233 eV
SMILES string = CC(=O)O.CN

Last column: natural (NBO) charge in e.
Geometry (Å):
O: 0.73861 1.98837 0.36894  -0.584
O: 1.27826 0.07619 -0.59166  -0.750
N: -1.63214 -2.04378 0.74282  -0.839
C: -0.14774 1.55792 -1.83436  -0.741
C: -0.69512 -2.12082 1.86738  -0.414
C: 0.65308 1.27230 -0.60431  0.798
H: -0.48254 0.77139 -2.50213  0.246
H: -0.84509 -1.23450 2.48961  0.193
H: -0.96855 -3.03259 2.41167  0.196
H: -1.63898 -2.89572 0.20081  0.354
H: 1.75021 -0.43174 0.05610  0.524
H: 0.39434 -2.06241 1.75275  0.153
H: 0.56357 1.97904 -2.54835  0.252
H: -0.91605 2.19672 -1.37473  0.256
H: -1.52617 -1.24084 0.14215  0.358

***

# C3H9NO2

A 3-piece molecular cluster, C3H9NO2 overall (the ωB97M-V functional and the def2-TZVPD basis, the OMol25 dataset).

Output
LUMO energy = -0.1815 hartree
Highest occupied orbital energy = -0.358 Eh
Energy above the lowest of the compared OMol25 structures with the same formula, charge and spin = 876.3 kJ/mol
Energy = -8833.873 eV

Last column: natural (NBO) charge in e.
Geometry (Å):
O: -0.58610 -0.23321 -1.98526  -0.676
O: 1.07011 0.26795 1.81733  -0.500
N: -0.89641 1.45777 1.62385  -0.224
C: 0.93347 -1.88024 -0.87277  -0.819
C: 0.16279 0.98374 2.26865  0.414
C: -0.90473 1.41292 0.14883  -0.477
H: -1.33708 0.24415 -2.37439  0.422
H: 0.06226 0.86560 0.10718  0.314
H: 0.61547 -0.92302 -0.53510  0.210
H: 0.35854 -2.23787 -1.69848  0.214
H: 0.78183 -2.54916 -0.00044  0.195
H: -0.77842 2.34799 -0.39453  0.275
H: 2.00514 -1.93723 -1.11706  0.202
H: -1.70607 0.80770 -0.28685  0.281
H: 0.21920 1.37291 3.29905  0.169

***

# C3H9NO2

A 4-piece molecular cluster, C3H9NO2 overall (the ωB97M-V functional and the def2-TZVPD basis, the OMol25 dataset).

Output
LUMO energy = 0.0101 hartree
Highest occupied orbital energy = -0.347 Eh
Energy above the lowest of the compared OMol25 structures with the same formula, charge and spin = 617.9 kJ/mol
Energy = -8836.551 eV

Last column: natural (NBO) charge in e.
Geometry (Å):
O: 4.24188 -0.40263 0.35923  -0.900
O: 0.16820 -0.92323 -0.44413  -0.711
N: -1.79966 0.32066 0.02919  -0.608
C: -2.61377 -0.94814 0.22652  -0.482
C: -0.48806 0.19855 -0.10087  0.650
C: 0.36457 1.41152 -0.07047  -0.729
H: 1.09647 1.06038 0.64316  0.273
H: 1.00546 1.22151 -0.90428  0.263
H: -2.18209 1.33681 0.32675  0.405
H: -3.07329 -0.98835 1.26493  0.216
H: -3.28597 -1.33649 -0.75772  0.236
H: -1.60065 -1.52071 0.56886  0.273
H: -0.23277 2.34584 -0.02462  0.215
H: 5.00194 -1.06277 -0.51050  0.438
H: 3.39773 -0.71295 -0.60603  0.460